Formula: C3H13N2O3
Source: OMol25
Level of theory: ωB97M-V/def2-TZVPD

As for the total energy: -457.316566 Eh. As for the net charge: -1. The calculation puts the HOMO energy at -3.5 eV. Its multiplicity is 1. The calculation puts the relative energy (zero: lowest compared OMol25 entry of this formula, charge and spin) at 0.8779 eV. Its LUMO energy is 0.1327 Eh.

Each line ends with the Mulliken charge.
Element x y z (Å)
C: -0.49 -0.62 0.50  -0.67
N: 0.01 -0.88 -0.84  -0.18
C: -0.86 -0.15 -1.84  -0.64
O: -2.20 -0.13 -1.63  -0.87
C: 0.35 0.58 1.09  -0.35
N: 0.95 0.16 2.40  -0.62
H: -1.53 -0.35 0.53  0.33
H: -0.28 -1.50 1.16  0.49
H: 0.09 -1.81 -1.22  0.21
H: -0.52 0.92 -1.77  0.22
H: -0.61 -0.51 -2.87  0.31
H: 1.10 0.64 0.31  0.24
H: -0.33 1.41 1.34  0.31
H: 1.51 -0.68 2.45  0.22
H: 1.43 0.99 2.73  0.19
H: 3.28 -0.87 -0.69  0.34
H: 2.20 -1.40 0.26  0.30
O: 3.03 -1.66 -0.19  -0.71
H: -2.48 1.19 -0.82  0.37
H: -1.90 2.56 -0.45  0.27
O: -2.76 2.12 -0.46  -0.75

***

Formula: C3H13N2O3
Source: OMol25
Level of theory: ωB97M-V/def2-TZVPD

As for the total energy: -457.190276 Eh. As for the expectation value of S²: 0.75. The calculation puts the HOMO energy (spin up / spin down) at -2.3 / -7.9 eV. Its multiplicity is 2. The calculation puts the relative energy (zero: lowest compared OMol25 entry of this formula, charge and spin) at 1.1572 eV. Its LUMO energy (spin up / spin down) is 0.0189 / 0.0144 Eh.

Each line ends with the Mulliken charge.
Element x y z (Å)
C: -1.91 0.14 0.71  -0.31
C: -1.13 -0.38 1.80  -0.75
C: 0.38 -0.45 1.42  0.06
N: 1.18 -1.35 2.13  -0.41
O: 0.75 0.33 0.53  -0.73
N: -1.49 -0.49 -0.66  -0.48
H: -1.81 1.27 0.44  0.20
H: -2.94 -0.09 0.84  0.37
H: -1.17 0.26 2.71  0.43
H: -1.63 -1.25 2.25  0.26
H: 0.86 -2.25 2.58  0.14
H: 2.14 -1.20 2.19  0.16
H: -0.86 -1.28 -0.55  0.32
H: -0.87 0.18 -1.24  0.39
H: -2.28 -0.70 -1.19  0.43
H: 2.35 2.12 -1.41  0.29
H: 2.78 0.56 -1.51  0.31
O: 2.19 1.27 -1.86  -0.62
H: 0.69 0.78 -2.82  0.31
H: -0.60 1.33 -3.18  0.29
O: -0.26 0.56 -2.79  -0.66

***

Formula: C3H13N2O3
Source: OMol25
Level of theory: ωB97M-V/def2-TZVPD

As for the total energy: -457.105075 Eh. As for the net charge: +1. The calculation puts the HOMO energy at -13.7 eV. Its multiplicity is 1. The calculation puts the relative energy (zero: lowest compared OMol25 entry of this formula, charge and spin) at 1.2093 eV. Its LUMO energy is -0.1194 Eh.

Each line ends with the Mulliken charge.
Element x y z (Å)
N: -1.48 -1.01 -0.29  -0.13
C: -0.20 -0.38 0.14  -0.80
C: 0.81 -1.46 0.33  0.65
N: 2.07 -1.17 0.76  -0.18
C: 2.49 0.10 1.31  -0.82
O: 0.54 -2.59 -0.06  -0.67
H: -1.85 -0.65 -1.17  0.29
H: -2.08 -0.68 0.46  0.36
H: -1.28 -2.01 -0.12  0.37
H: 0.23 0.34 -0.55  0.36
H: -0.38 0.25 1.00  0.36
H: 2.51 -2.02 1.09  0.29
H: 3.27 0.51 0.67  0.32
H: 2.75 0.11 2.36  0.33
H: 1.74 0.86 1.17  0.28
H: -2.43 1.96 -0.38  0.29
H: -2.16 2.55 0.89  0.33
O: -2.35 1.67 0.53  -0.62
H: -0.22 0.91 -3.21  0.31
H: -1.10 1.82 -2.44  0.29
O: -0.87 0.90 -2.48  -0.61

***

Formula: C3H13NO2
Source: OMol25
Level of theory: ωB97M-V/def2-TZVPD

As for the total energy: -326.956305 Eh. As for the net charge: +1. As for the expectation value of S²: 0.75. The calculation puts the HOMO energy (spin up / spin down) at -15.0 / -14.9 eV. Its multiplicity is 2. The calculation puts the relative energy (zero: lowest compared OMol25 entry of this formula, charge and spin) at 1.5724 eV. Its LUMO energy (spin up / spin down) is -0.1237 / -0.3379 Eh.

Each line ends with the Mulliken charge.
Element x y z (Å)
C: 1.10 -1.99 0.65  -1.10
C: 1.22 -0.46 0.66  0.38
C: 2.29 -0.01 -0.37  -1.34
N: -0.03 0.18 0.16  -0.13
H: 1.92 -2.55 1.01  0.39
H: 0.13 -2.26 1.06  0.34
H: 1.02 -2.34 -0.42  0.35
H: 1.42 0.12 1.61  0.30
H: 2.26 1.06 -0.64  0.37
H: 3.31 -0.18 -0.14  0.41
H: 2.21 -0.47 -1.37  0.36
H: -0.86 -0.03 0.63  0.32
H: -0.39 -0.21 -0.72  0.35
H: -3.26 -1.99 -0.69  0.32
H: -2.66 -0.64 -1.13  0.33
O: -2.47 -1.44 -0.59  -0.66
H: -2.07 3.38 0.36  0.34
H: -0.58 2.94 0.01  0.28
O: -1.26 3.52 -0.19  -0.61

***

Formula: C3H13NO2S
Source: OMol25
Level of theory: ωB97M-V/def2-TZVPD

As for the total energy: -725.295826 Eh. The calculation puts the HOMO energy at -8.3 eV. Its multiplicity is 1. The calculation puts the relative energy (zero: lowest compared OMol25 entry of this formula, charge and spin) at 6.1377 eV. Its LUMO energy is -0.1804 Eh.

Each line ends with the Mulliken charge.
Element x y z (Å)
C: 1.91 0.71 1.28  -0.24
C: 2.04 1.50 0.01  -0.18
C: 3.07 1.55 -0.82  -0.85
S: -2.65 -1.35 -2.08  0.01
N: 0.73 1.15 2.02  -0.63
H: 2.81 0.82 1.90  0.41
H: 1.85 -0.36 1.06  0.18
H: 0.93 0.29 -2.74  0.03
H: 1.13 2.07 -0.20  0.34
H: 4.01 1.06 -0.62  0.27
H: 3.01 2.14 -1.73  0.28
H: 0.53 0.91 -2.79  -0.03
H: 0.75 0.84 2.98  0.23
H: -0.12 0.85 1.58  0.19
H: -0.88 -1.55 0.80  0.37
H: -0.01 -2.82 1.04  0.29
O: -0.05 -1.87 1.18  -0.58
H: -1.87 -0.21 -0.40  0.19
H: -2.70 0.14 0.83  0.31
O: -1.78 0.15 0.52  -0.59

***

Formula: C3H13NO2S
Source: OMol25
Level of theory: ωB97M-V/def2-TZVPD

As for the total energy: -725.464620 Eh. Its SMILES is C[C@H](N)CS.O.O. The calculation puts the HOMO energy at -8.9 eV. Its multiplicity is 1. The calculation puts the relative energy (zero: lowest compared OMol25 entry of this formula, charge and spin) at 1.5446 eV. Its LUMO energy is 0.0151 Eh.

Each line ends with the Mulliken charge.
Element x y z (Å)
C: -0.28 -0.37 -1.68  -1.21
C: 0.85 -0.85 -0.66  0.14
C: 0.18 -0.75 0.76  -0.39
S: 1.50 -1.18 1.94  -0.31
N: 1.64 -1.92 -1.27  -0.52
H: -1.00 0.48 -1.41  0.28
H: 0.24 0.09 -2.54  0.33
H: -0.88 -1.18 -1.93  0.41
H: 1.67 -0.03 -0.62  0.23
H: -0.71 -1.44 0.91  0.34
H: -0.24 0.13 0.97  0.17
H: 0.78 -1.13 3.17  0.14
H: 1.13 -2.67 -1.58  0.19
H: 2.45 -2.24 -0.78  0.25
H: -1.90 1.44 0.70  0.34
H: -3.22 2.35 0.64  0.28
O: -2.82 1.49 0.87  -0.64
H: 0.18 3.09 1.43  0.27
H: 0.53 2.33 0.20  0.29
O: -0.11 2.35 0.87  -0.58